Record 1
# C3H10OS3Si

A cluster of 2 separate species, C3H10OS3Si in total in a non-equilibrium geometry (ωB97M-V/def2-TZVPD, OMol25).

Computed properties:
Strongest force on any atom in eV/A: 4.309
Gap between HOMO and LUMO (alpha / beta) in eV: 7.32 / 7.32
2S+1: 1
LUMO (alpha / beta) in eV: -0.30 / -0.30
E_HOMO (alpha / beta) in eV: -7.6 / -7.6
Energy in eV: -45701.892

Each line ends with the Mulliken charge.
Cartesian coordinates (Å):
C (-1.2640, -1.4888, 1.4548)  -0.689
C (1.4455, 1.1055, 0.2721)  -0.596
C (-0.7287, 0.3659, -1.6649)  -0.568
O (-0.8360, 2.4271, 0.5821)  -0.434
Si (-0.4394, 0.9689, 0.0939)  0.376
S (-0.0601, -2.8451, 1.4870)  -0.174
S (2.3962, -0.2892, -0.3482)  -0.181
S (-1.9161, 1.5573, -2.3941)  -0.253
H (-1.6186, -1.0616, 2.5380)  0.288
H (-2.2019, -1.8090, 0.8310)  0.261
H (1.6201, 1.1991, 1.3506)  0.310
H (1.8762, 2.0476, -0.1271)  0.365
H (-1.2771, -0.6893, -1.7816)  0.292
H (0.2004, 0.4837, -2.3311)  0.350
H (-1.6755, 2.8382, 0.3203)  0.318
H (0.9687, -2.0455, 1.8832)  0.108
H (1.4243, -1.0412, -0.8709)  0.099
H (-3.0885, 1.1072, -1.9956)  0.131



Record 2
# C3H10P2

A cluster of 2 separate species, C3H10P2 in total in a non-equilibrium geometry (ωB97M-V/def2-TZVPD, OMol25).

Computed properties:
Strongest force on any atom in eV/A: 4.518
Gap between HOMO and LUMO (alpha / beta) in eV: 5.81 / 9.10
2S+1: 1
LUMO (alpha / beta) in eV: -1.26 / 0.68
E_HOMO (alpha / beta) in eV: -7.1 / -8.4
Energy relative to the best compared isomer or geometry (same formula, charge and spin) in kJ/mol: 342.6
Energy in eV: -21845.692

Each line ends with the Mulliken charge.
Cartesian coordinates (Å):
C (1.0965, -0.3476, 1.0778)  -0.709
C (1.3964, 0.5512, -1.2948)  -1.156
C (1.0020, -0.4503, -0.3526)  -0.238
P (-2.1052, 0.5370, 0.7415)  -0.086
P (-2.5303, -0.5801, -0.8953)  -0.045
H (1.5058, 0.4119, 1.7582)  0.337
H (-0.0111, -0.2721, 1.5108)  -0.135
H (1.2506, -1.3392, 1.5487)  0.265
H (2.4619, 0.5627, -1.4310)  0.349
H (1.3333, 1.5567, -0.7812)  0.285
H (0.9343, 0.4310, -2.1966)  0.369
H (0.4823, -1.2857, -0.7317)  0.608
H (-3.2882, 0.5161, 1.3691)  0.060
H (-1.7567, -0.6861, 1.3815)  0.081
H (-1.7717, 0.3945, -1.7046)  0.016



Record 3
# C3H10S

A cluster of 2 separate species, C3H10S in total in a non-equilibrium geometry (ωB97M-V/def2-TZVPD, OMol25).

Computed properties:
Strongest force on any atom in eV/A: 1.420
Gap between HOMO and LUMO in eV: 10.02
2S+1: 1
Structure (SMILES): CCS.C
LUMO in eV: 0.97
E_HOMO in eV: -9.0
Energy relative to the best compared isomer or geometry (same formula, charge and spin) in kJ/mol: 13.0
Energy in eV: -14108.201

Each line ends with the Mulliken charge.
Cartesian coordinates (Å):
C (-0.0450, 2.5056, -0.4385)  -0.869
H (0.8456, 2.3577, -1.0393)  0.219
H (-0.5526, 1.5364, -0.3847)  0.094
H (-0.7661, 3.1811, -0.8831)  0.300
H (0.2067, 2.7537, 0.5870)  0.263
C (-0.0478, -1.0419, 1.1676)  -0.915
C (-0.0632, -1.9827, -0.0398)  -0.474
S (-0.2732, -1.1155, -1.6268)  -0.216
H (-1.0014, -0.5999, 1.2316)  0.281
H (0.6799, -0.2576, 0.9821)  0.235
H (0.1886, -1.5580, 2.0959)  0.351
H (0.8226, -2.6034, -0.1041)  0.328
H (-0.9152, -2.6601, 0.0196)  0.300
H (0.9210, -0.5155, -1.5675)  0.103



Record 4
# C3H10S2

A cluster of 2 separate species, C3H10S2 in total (ωB97M-V/def2-TZVPD, OMol25).

Computed properties:
Strongest force on any atom in eV/A: 0.717
Gap between HOMO and LUMO in eV: 9.44
2S+1: 1
Structure (SMILES): CSC.CS
LUMO in eV: 0.86
E_HOMO in eV: -8.6
Energy relative to the best compared isomer or geometry (same formula, charge and spin) in kJ/mol: 43.8
Energy in eV: -24943.243

Each line ends with the Mulliken charge.
Cartesian coordinates (Å):
C (0.7167, -2.4220, -1.2640)  -0.658
S (2.1958, -1.5039, -0.8237)  -0.144
H (-0.1934, -1.8282, -1.3872)  0.168
H (0.5100, -3.2108, -0.5468)  0.268
H (0.8896, -2.8797, -2.2331)  0.311
H (1.6309, -0.3981, -0.3224)  0.032
C (-0.2563, 1.6062, 2.0371)  -0.872
S (-0.8151, 0.2309, 1.0196)  -0.054
C (-1.0482, 1.0707, -0.5645)  -0.855
H (0.4700, 2.2039, 1.4756)  0.276
H (-1.0650, 2.2570, 2.3526)  0.299
H (0.2608, 1.2024, 2.9122)  0.322
H (-1.2454, 2.1223, -0.4054)  0.355
H (-1.8832, 0.5879, -1.0599)  0.294
H (-0.1673, 0.9614, -1.1901)  0.259



Record 5
# C3H10S2

A cluster of 2 separate species, C3H10S2 in total in a non-equilibrium geometry (ωB97M-V/def2-TZVPD, OMol25).

Computed properties:
Strongest force on any atom in eV/A: 2.904
Gap between HOMO and LUMO in eV: 9.80
2S+1: 1
Structure (SMILES): CCS.CS
LUMO in eV: 0.68
E_HOMO in eV: -9.1
Energy relative to the best compared isomer or geometry (same formula, charge and spin) in kJ/mol: 139.9
Energy in eV: -24942.246

Each line ends with the Mulliken charge.
Cartesian coordinates (Å):
C (1.9277, -1.9576, -1.1274)  -0.653
S (0.8808, -3.3903, -1.6417)  -0.197
H (1.8750, -1.8938, 0.0151)  0.194
H (2.9678, -2.1377, -1.5528)  0.304
H (1.6409, -0.9325, -1.4739)  0.244
H (0.3336, -2.9717, -2.7662)  0.107
C (-2.1144, 1.7235, 0.8562)  -0.801
C (-0.7370, 1.2399, 0.6067)  -0.368
S (0.6117, 2.0275, 1.5724)  -0.254
H (-2.1388, 2.5349, 1.6078)  0.295
H (-2.8511, 0.9617, 1.3926)  0.251
H (-2.3755, 2.2927, -0.1591)  0.225
H (-0.6685, 0.1545, 0.7400)  0.271
H (-0.3904, 1.4191, -0.4213)  0.257
H (1.0383, 0.9298, 2.3516)  0.125



Record 6
# C3H10S2

A cluster of 2 separate species, C3H10S2 in total in a non-equilibrium geometry (ωB97M-V/def2-TZVPD, OMol25).

Computed properties:
Strongest force on any atom in eV/A: 5.858
Gap between HOMO and LUMO in eV: 9.76
2S+1: 1
Structure (SMILES): CCS.CS
LUMO in eV: 0.78
E_HOMO in eV: -9.0
Energy relative to the best compared isomer or geometry (same formula, charge and spin) in kJ/mol: 142.1
Energy in eV: -24942.224

Each line ends with the Mulliken charge.
Cartesian coordinates (Å):
C (0.9630, -2.1904, -0.3703)  -0.822
S (2.4777, -1.7389, 0.4814)  -0.159
H (0.7880, -3.1167, -0.8585)  0.457
H (0.0478, -2.1689, 0.3028)  0.234
H (0.9105, -1.3709, -1.1426)  0.190
H (2.1830, -2.6780, 1.3057)  0.101
C (-0.3702, 0.7157, 0.2920)  -0.934
C (-1.1001, 2.0554, 0.3776)  -0.536
S (-1.1398, 3.0693, -1.1355)  -0.239
H (-0.5270, 0.0754, 1.3232)  0.269
H (0.6376, 0.7057, 0.0003)  0.362
H (-0.9977, -0.0034, -0.4256)  0.285
H (-2.1604, 2.0427, 0.6778)  0.328
H (-0.6479, 2.5977, 1.1328)  0.366
H (-1.0646, 2.0053, -1.9611)  0.098



Record 7
# C3H10S3

A cluster of 2 separate species, C3H10S3 in total in a non-equilibrium geometry (ωB97M-V/def2-TZVPD, OMol25).

Computed properties:
Strongest force on any atom in eV/A: 7.598
Gap between HOMO and LUMO in eV: 8.61
2S+1: 1
Structure (SMILES): CCS.CSS
LUMO in eV: 0.53
E_HOMO in eV: -8.1
Energy relative to the best compared isomer or geometry (same formula, charge and spin) in kJ/mol: 223.8
Energy in eV: -35776.520

Each line ends with the Mulliken charge.
Cartesian coordinates (Å):
C (0.5276, 2.1261, 0.3697)  -0.843
S (0.8007, 2.6637, 2.3364)  -0.053
S (-1.1878, 2.6636, 3.0473)  -0.171
H (0.5112, 1.0502, 0.2577)  0.316
H (1.3738, 2.5738, -0.1354)  0.293
H (-0.3326, 2.7904, 0.1059)  0.308
H (-0.6976, 2.9600, 4.2602)  0.149
C (-0.2837, -3.8182, -4.2833)  -0.991
C (-0.7694, -3.3493, -2.8137)  -0.422
S (0.6903, -2.6461, -1.8507)  -0.217
H (-0.2659, -4.8408, -4.2065)  0.351
H (0.3558, -3.1106, -4.6969)  0.384
H (-1.1972, -3.4141, -4.9204)  0.239
H (-1.7582, -2.6943, -2.6351)  0.296
H (-1.1237, -4.2767, -2.2910)  0.263
H (1.4360, -3.6886, -1.9026)  0.098



Record 8
# C3H11ClNSi

A cluster of 2 separate species, C3H11ClNSi in total in a non-equilibrium geometry (ωB97M-V/def2-TZVPD, OMol25).

Computed properties:
Strongest force on any atom in eV/A: 4.376
Gap between HOMO and LUMO in eV: 9.99
2S+1: 1
LUMO in eV: -3.62
E_HOMO in eV: -13.6
Net charge: +1
Energy relative to the best compared isomer or geometry (same formula, charge and spin) in kJ/mol: 133.5
Energy in eV: -25172.471

Each line ends with the Mulliken charge.
Cartesian coordinates (Å):
C (1.8449, -0.3426, -1.5727)  -1.096
C (1.9213, 0.0945, 1.6217)  -0.987
C (-1.5573, -0.4536, 0.0869)  -0.913
N (-2.3064, 0.7505, 0.3559)  -0.251
Si (0.9293, 0.3923, -0.0234)  0.786
Cl (0.2624, 2.3848, -0.2133)  -0.301
H (2.1664, 0.3406, -2.3621)  0.371
H (2.7862, -0.7014, -1.2299)  0.333
H (1.2973, -1.0826, -2.0747)  0.371
H (1.6851, -0.8956, 2.2007)  0.325
H (2.9738, 0.0686, 1.5558)  0.399
H (1.5899, 0.9381, 2.2846)  0.271
H (-2.1336, -1.2477, 0.4942)  0.412
H (-1.3813, -0.7507, -0.9833)  0.299
H (-3.2495, 0.8436, -0.1083)  0.365
H (-2.4192, 0.7047, 1.3646)  0.406
H (-1.6624, 1.6502, 0.2389)  0.209